No. 1
{"formula": "C4H6N2O", "method": "ωB97M-V with the def2-TZVPD basis set", "charge": 0, "relative_energy_kcal_mol": 128.50, "homo_energy_ev": -8.33, "largest_force_ev_per_a": 1.10, "elements": ["C", "C", "N", "C", "C", "O", "N", "H", "H", "H", "H", "H", "H"], "coordinates": [[-1.14897, 1.21435, 0.56697], [-1.27554, -0.19869, -0.77534], [-0.38886, -0.11575, -1.76824], [0.84619, -0.46783, -1.31575], [0.83418, -0.71035, 0.03865], [1.75222, -1.00039, 0.99374], [-0.45062, -0.52787, 0.40652], [-0.74277, 1.90924, -0.14766], [-0.61819, 1.28162, 1.52938], [-2.20656, 1.33256, 0.68902], [1.71225, -0.53432, -1.96964], [2.59110, -1.20775, 0.56779], [-0.90442, -0.97483, 1.18456]], "atomic_forces_ev_per_a": [[-0.298, 0.739, -0.007], [0.440, 0.119, 0.664], [0.234, 0.178, 0.010], [0.264, 0.043, 0.002], [-0.271, -0.138, -0.277], [0.261, -0.118, -0.103], [-0.201, -1.024, -0.358], [0.114, 0.125, -0.102], [-0.175, -0.089, -0.420], [-0.330, 0.096, 0.106], [-0.215, 0.031, 0.083], [0.001, 0.018, 0.064], [0.175, 0.020, 0.339]]}

No. 2
{"formula": "C45H63N10O2", "method": "ωB97M-V with the def2-TZVPD basis set", "charge": -1, "homo_energy_ev": -2.71, "largest_force_ev_per_a": 8.10, "elements": ["C", "C", "C", "O", "O", "C", "C", "N", "C", "C", "C", "C", "H", "H", "H", "H", "H", "H", "H", "H", "H", "H", "H", "H", "H", "H", "H", "H", "H", "H", "N", "C", "C", "C", "C", "H", "H", "H", "H", "H", "N", "C", "C", "C", "C", "H", "H", "H", "H", "H", "N", "C", "C", "C", "C", "H", "H", "H", "H", "H", "N", "C", "C", "C", "C", "H", "H", "H", "H", "H", "N", "C", "C", "C", "C", "H", "H", "H", "H", "H", "N", "C", "C", "C", "C", "H", "H", "H", "H", "H", "N", "C", "C", "C", "C", "H", "H", "H", "H", "H", "N", "C", "C", "C", "C", "H", "H", "H", "H", "H", "N", "C", "C", "C", "C", "H", "H", "H", "H", "H"], "coordinates": [[-4.57474, 0.83239, -3.29144], [-5.55248, 1.80484, -4.17990], [-5.92711, 3.23934, -3.48004], [-6.24816, 4.26013, -4.31876], [-5.99895, 3.52410, -2.03855], [-5.50384, 4.89717, -1.73246], [-4.71551, 4.74875, -0.26732], [-3.20938, 4.82362, -0.38507], [-2.64884, 3.73293, -1.27863], [-1.50366, 2.78599, -0.51072], [-1.88770, 4.51789, -2.53140], [-1.54770, 3.55106, -3.81132], [-3.53556, 1.29209, -3.01181], [-5.07742, 0.40078, -2.32472], [-4.33633, -0.11283, -3.97980], [-5.08538, 1.91595, -5.27001], [-6.56825, 1.20169, -4.33581], [-4.69862, 5.28725, -2.48662], [-6.39248, 5.66780, -1.55391], [-5.08529, 3.76907, 0.25715], [-5.04593, 5.67108, 0.40231], [-3.47796, 2.98178, -1.63302], [-2.00853, 2.12066, 0.33794], [-1.08413, 1.99692, -1.29998], [-0.60221, 3.40824, -0.09475], [-0.86922, 4.92911, -2.08508], [-2.50264, 5.47195, -2.86426], [-1.42163, 4.27807, -4.74965], [-2.39047, 2.79299, -4.10233], [-0.51764, 3.01288, -3.67475], [-2.85834, -3.03299, -3.54404], [-1.98904, -1.98672, -3.71185], [-1.10841, -2.32189, -4.71601], [-1.46279, -3.61338, -5.17394], [-2.54834, -4.02740, -4.43496], [-3.61134, -3.06582, -2.86910], [-2.07029, -1.09632, -3.10292], [-0.29902, -1.70258, -5.08026], [-0.97867, -4.18010, -5.95877], [-3.12438, -4.94260, -4.46586], [-1.40168, -2.02204, 1.47792], [-1.08363, -0.68922, 1.50888], [-1.27608, -0.23547, 2.79467], [-1.72018, -1.33475, 3.56771], [-1.78595, -2.42568, 2.73016], [-1.35866, -2.61517, 0.65940], [-0.75002, -0.17877, 0.61537], [-1.11297, 0.77754, 3.13898], [-1.96499, -1.33114, 4.62201], [-2.07379, -3.45159, 2.91729], [-0.92278, 5.89886, 1.71397], [-0.45722, 7.15238, 1.41314], [0.64663, 7.39648, 2.19935], [0.85773, 6.24738, 2.99826], [-0.12399, 5.33730, 2.67589], [-1.72899, 5.45697, 1.29162], [-0.95087, 7.76234, 0.66851], [1.23685, 8.30365, 2.19682], [1.64187, 6.09940, 3.72949], [-0.32277, 4.34134, 3.04861], [0.77787, 5.46947, 7.21184], [1.60796, 5.88114, 8.22180], [1.65475, 7.25719, 8.20007], [0.81879, 7.69089, 7.14352], [0.28783, 6.56647, 6.55216], [0.56020, 4.50692, 6.98880], [2.09423, 5.16155, 8.86674], [2.22801, 7.88127, 8.87329], [0.62446, 8.71337, 6.84646], [-0.39389, 6.45332, 5.71981], [1.72186, -4.06157, -3.42282], [1.59911, -5.23230, -2.72078], [2.75765, -5.42020, -2.00059], [3.60664, -4.32108, -2.27334], [2.94081, -3.49625, -3.15212], [1.02215, -3.67480, -4.04286], [0.70094, -5.83064, -2.79481], [2.96807, -6.25776, -1.34824], [4.59683, -4.14938, -1.87143], [3.22984, -2.55859, -3.60779], [0.95019, -8.69465, -1.09614], [2.14299, -9.25578, -1.47150], [2.14655, -10.56771, -1.05315], [0.90992, -10.80790, -0.40796], [0.18960, -9.63522, -0.45152], [0.67400, -7.73674, -1.26863], [2.88579, -8.67461, -2.00134], [2.95224, -11.27564, -1.19816], [0.58005, -11.73652, 0.03963], [-0.79593, -9.38985, -0.07882], [3.81137, -10.78209, -4.08823], [4.68068, -9.73582, -4.25604], [5.56131, -10.07099, -5.26020], [5.20693, -11.36249, -5.71813], [4.12137, -11.77651, -4.97915], [3.05837, -10.81492, -3.41329], [4.59942, -8.84542, -3.64711], [6.37070, -9.45168, -5.62445], [5.69104, -11.92921, -6.50295], [3.54534, -12.69171, -5.01005], [-1.37593, 11.15839, 6.06303], [-0.54584, 11.57006, 7.07299], [-0.49905, 12.94611, 7.05126], [-1.33502, 13.37981, 5.99471], [-1.86597, 12.25539, 5.40335], [-1.59361, 10.19584, 5.83999], [-0.05957, 10.85047, 7.71793], [0.07421, 13.57019, 7.72448], [-1.52934, 14.40229, 5.69765], [-2.54769, 12.14224, 4.57099], [5.33864, -5.27512, 0.73520], [5.21589, -6.44585, 1.43725], [6.37443, -6.63375, 2.15743], [7.22342, -5.53463, 1.88469], [6.55759, -4.70979, 1.00591], [4.63893, -4.88835, 0.11517], [4.31771, -7.04419, 1.36322], [6.58484, -7.47131, 2.80978], [8.21360, -5.36293, 2.28660], [6.84661, -3.77214, 0.55024]], "atomic_forces_ev_per_a": [[0.246, -1.031, -0.555], [-0.236, -1.020, 0.912], [-1.978, 5.799, -2.973], [2.102, -6.229, 4.739], [1.139, -0.787, -4.582], [0.602, 1.181, 2.133], [0.971, 0.578, -0.130], [-1.061, -1.537, -0.440], [0.353, 1.069, 0.743], [-0.486, -0.763, -0.602], [0.187, -0.610, 0.208], [0.445, 1.244, -0.791], [-2.175, -0.621, -0.514], [0.844, 1.139, -1.802], [-0.523, 1.967, 1.388], [-1.088, 0.432, 2.632], [2.046, 1.481, 0.406], [-1.914, -0.901, 1.245], [1.631, -1.823, -0.939], [0.189, 1.426, -0.929], [0.570, -1.866, -1.307], [1.468, 1.313, 0.249], [1.036, 1.664, -1.611], [-0.598, 1.540, 1.480], [-1.820, -1.086, -0.707], [-2.047, -0.780, -0.937], [1.087, -2.173, 0.741], [-0.183, -1.678, 1.808], [1.554, 1.390, 0.760], [-2.035, 0.760, -0.213], [0.124, 0.038, -0.119], [0.061, 0.051, 0.133], [-0.019, 0.308, 0.275], [-0.180, -0.405, 0.002], [0.002, -0.139, 0.042], [0.254, 0.072, -0.274], [0.038, -0.113, -0.133], [-0.174, -0.011, 0.036], [-0.124, 0.074, 0.080], [0.118, 0.154, -0.035], [0.030, -0.024, 0.002], [0.023, 0.136, -0.009], [0.152, 0.121, -0.369], [-0.077, -0.407, -0.001], [-0.086, -0.074, 0.129], [0.023, 0.267, 0.337], [-0.086, 0.001, 0.175], [-0.039, -0.163, -0.118], [0.033, -0.022, -0.180], [0.034, 0.184, 0.004], [0.596, 0.331, 0.398], [-0.202, -0.366, 0.104], [-0.030, 0.265, -0.145], [0.128, -0.270, 0.226], [-0.233, 0.212, -0.218], [-0.545, -0.210, -0.677], [0.067, -0.156, 0.112], [-0.071, -0.128, -0.007], [-0.090, 0.028, -0.097], [0.041, 0.137, -0.082], [-0.062, 0.111, 0.017], [0.117, 0.031, 0.083], [0.164, -0.312, 0.262], [-0.299, -0.136, -0.262], [-0.108, 0.040, -0.044], [0.073, 0.402, 0.051], [-0.052, 0.154, -0.104], [-0.079, -0.122, -0.099], [0.069, -0.187, -0.012], [0.190, 0.049, 0.066], [0.241, -0.095, 0.165], [0.004, 0.063, -0.057], [-0.310, -0.203, -0.003], [0.082, 0.332, -0.125], [-0.087, -0.073, -0.022], [0.032, -0.080, 0.238], [0.122, 0.111, -0.051], [-0.016, 0.083, -0.063], [-0.109, 0.013, -0.182], [-0.025, -0.175, 0.107], [0.019, -0.082, -0.046], [0.060, 0.067, -0.019], [0.197, 0.196, -0.217], [-0.427, 0.115, 0.112], [0.020, -0.068, 0.058], [0.134, -0.335, 0.064], [-0.106, -0.081, 0.113], [-0.072, 0.118, 0.098], [0.045, 0.176, -0.075], [0.184, -0.075, -0.043], [0.072, -0.035, -0.141], [0.022, -0.033, 0.010], [-0.052, 0.313, 0.219], [-0.216, -0.312, -0.002], [0.039, -0.005, 0.011], [0.157, 0.072, -0.200], [0.070, -0.124, -0.137], [-0.148, -0.089, 0.076], [-0.094, 0.087, 0.133], [0.121, 0.151, -0.012], [-0.023, 0.099, 0.058], [0.051, 0.007, 0.011], [0.145, -0.291, 0.223], [-0.259, -0.076, -0.287], [0.002, 0.016, -0.036], [0.093, 0.333, 0.062], [-0.075, 0.152, -0.094], [-0.087, -0.124, -0.102], [0.019, -0.183, 0.032], [0.142, 0.043, 0.137], [0.047, -0.022, 0.072], [0.018, -0.054, -0.011], [-0.345, -0.186, -0.048], [0.071, 0.339, -0.183], [0.050, -0.009, -0.021], [0.185, -0.111, 0.273], [0.160, 0.070, 0.033], [-0.058, 0.138, -0.113], [-0.174, -0.009, -0.076], [-0.025, -0.164, 0.099]]}

No. 3
{"formula": "C5H8O2", "method": "ωB97M-V with the def2-TZVPD basis set", "charge": 0, "relative_energy_kcal_mol": 28.02, "homo_energy_ev": -8.93, "largest_force_ev_per_a": 1.91, "elements": ["C", "C", "O", "C", "C", "C", "O", "H", "H", "H", "H", "H", "H", "H", "H"], "coordinates": [[-0.03148, 1.84318, -0.57917], [-1.00651, 0.73420, -0.77726], [-1.58679, 0.52735, -1.82116], [-1.14238, -0.21097, 0.38519], [-0.00721, -1.17264, 0.17027], [1.12181, -1.12767, 0.86991], [2.22488, -1.88321, 0.65526], [0.84893, 1.70183, 0.07069], [0.32134, 2.27802, -1.51901], [-0.81681, 2.51738, -0.06677], [-1.05635, 0.28775, 1.35721], [-2.10787, -0.70750, 0.30596], [-0.09045, -1.88488, -0.64967], [1.23376, -0.49505, 1.74648], [2.09513, -2.40779, -0.14794]], "atomic_forces_ev_per_a": [[-1.007, 1.541, 0.495], [0.619, -0.944, -0.703], [0.003, 0.338, 0.288], [-0.159, -0.319, 0.174], [0.235, -0.272, 0.237], [-0.372, -0.033, 0.193], [0.130, -0.182, -0.156], [-0.786, -0.296, -0.024], [-0.419, 0.006, 0.149], [1.662, -0.048, -0.559], [0.032, -0.021, -0.188], [-0.019, -0.053, 0.099], [-0.064, 0.176, -0.013], [0.091, 0.035, -0.161], [0.055, 0.071, 0.169]]}

No. 4
{"formula": "C19H10N5O4PtS", "method": "ωB97M-V with the def2-TZVPD basis set", "charge": 1, "homo_energy_ev": -11.71, "largest_force_ev_per_a": 0.46, "elements": ["Pt", "S", "N", "C", "C", "C", "C", "C", "N", "C", "C", "N", "C", "C", "C", "C", "C", "N", "H", "H", "H", "H", "H", "H", "O", "C", "C", "C", "C", "C", "C", "C", "O", "N", "O", "O", "H", "H", "H", "H"], "coordinates": [[-0.38776, 0.07145, 0.00450], [4.85667, 5.28268, -0.00223], [4.98947, 3.67946, -0.00634], [3.76107, 3.19361, -0.00334], [3.41060, 1.78462, -0.00560], [4.32405, 0.72717, -0.01131], [3.84674, -0.56332, -0.01254], [2.47378, -0.79001, -0.00821], [1.60514, 0.21196, -0.00299], [2.05674, 1.48523, -0.00148], [1.03655, 2.51245, 0.00417], [-0.23888, 2.06676, 0.00714], [-1.23266, 2.94685, 0.01075], [-0.99625, 4.31792, 0.01216], [0.29742, 4.78618, 0.00953], [1.34682, 3.86482, 0.00512], [2.75874, 4.20426, 0.00193], [3.25398, 5.42896, 0.00287], [5.38488, 0.94213, -0.01458], [4.52264, -1.40582, -0.01689], [2.04809, -1.78408, -0.00903], [-2.23216, 2.53512, 0.01283], [-1.83369, 5.00022, 0.01544], [0.51944, 5.84549, 0.01064], [-2.39595, 0.08912, -0.02035], [-3.11253, -0.93707, -0.02179], [-2.70804, -2.29057, -0.00730], [-3.74161, -3.25250, -0.01278], [-3.43690, -4.57294, 0.00039], [-2.10300, -5.01258, 0.01904], [-1.08465, -4.10498, 0.02438], [-1.34185, -2.71485, 0.01173], [-0.32435, -1.91448, 0.01787], [-4.52459, -5.56056, -0.00506], [-5.66255, -5.14224, -0.02070], [-4.20697, -6.73009, 0.00760], [-4.18927, -0.74910, -0.03585], [-4.78132, -2.95024, -0.02708], [-1.90535, -6.07541, 0.02882], [-0.05250, -4.42563, 0.03854]], "atomic_forces_ev_per_a": [[-0.244, -0.384, -0.043], [0.037, 0.056, -0.002], [0.041, -0.003, 0.002], [-0.118, 0.024, -0.002], [0.057, 0.074, -0.001], [0.047, 0.083, 0.001], [0.057, 0.006, -0.004], [-0.044, -0.149, -0.003], [0.090, 0.028, 0.047], [0.033, 0.005, 0.000], [0.003, 0.019, -0.003], [-0.036, 0.246, -0.024], [-0.102, -0.054, 0.005], [-0.017, 0.053, 0.002], [0.082, 0.057, -0.002], [0.091, 0.020, 0.005], [0.009, -0.120, -0.003], [0.015, 0.032, 0.002], [-0.014, -0.020, 0.000], [-0.025, -0.016, 0.000], [-0.013, 0.012, 0.003], [-0.001, -0.002, -0.002], [-0.017, -0.028, 0.000], [-0.017, -0.013, 0.000], [0.029, 0.191, 0.039], [-0.079, -0.112, 0.002], [0.181, 0.059, 0.003], [-0.143, 0.047, 0.001], [0.000, -0.061, -0.003], [0.025, -0.068, 0.001], [0.052, -0.090, 0.000], [-0.156, 0.165, -0.005], [0.109, -0.065, -0.015], [0.005, -0.062, 0.008], [-0.020, 0.061, -0.004], [0.038, -0.030, -0.002], [0.017, 0.017, -0.005], [0.030, 0.024, 0.000], [0.000, 0.006, 0.000], [-0.004, -0.005, 0.001]]}